{
  "formula": "C4H8N4",
  "method": "the ωB97M-V functional and the def2-TZVPD basis",
  "homo_energy_ev": -7.848,
  "e_lumo_ev": 0.964,
  "multiplicity": 1,
  "e_tot_ha": -376.0278,
  "smiles": "C/N=c1\\cc[nH]n1N",
  "species": ["C", "C", "C", "C", "H", "H", "H", "H", "H", "H", "H", "H", "N", "N", "N", "N"],
  "xyz": [[-0.367740, -2.267315, -0.214760], [0.253067, -0.160037, 0.156293], [0.075023, 0.142210, -1.302850], [0.297369, 1.470300, -1.373542], [0.592945, -2.369064, -0.828257], [-1.014794, -3.326633, 0.035862], [-1.130610, -2.106939, -1.129666], [-0.053809, -0.959262, -1.874837], [-0.027476, 2.027384, -2.265086], [0.479042, 2.756737, 0.284162], [-0.860563, 0.712277, 2.206930], [0.549733, 1.177325, 2.906171], [-0.025238, -1.305820, 0.716044], [0.854670, 1.998009, -0.167942], [0.471327, 0.960751, 0.842102], [-0.092947, 1.250076, 2.009377]],
  "forces_ev_per_angstrom": [[-1.9, -4.3, -4.1], [-1.5, -2.8, -0.7], [1.1, -2.7, 1.1], [-0.7, -0.5, -1.1], [-1.1, -1.5, 0.6], [2.8, 2.6, 0.5], [1.0, 0.9, 1.9], [0.0, 4.4, 0.6], [1.1, 0.4, 0.7], [-1.3, 3.0, 0.3], [-2.5, -1.7, 0.0], [-1.2, 0.0, -2.7], [-0.6, 2.4, 1.1], [-1.2, -3.1, 0.3], [2.8, 0.0, -2.0], [3.3, 2.9, 3.5]]
}


{
  "formula": "C19H29N3O4S",
  "method": "the ωB97M-V functional and the def2-TZVPD basis",
  "homo_energy_ev": -7.981,
  "e_lumo_ev": 0.483,
  "multiplicity": 1,
  "e_tot_ha": -1604.8395,
  "smiles": "CCOc1cc(NC(=S)NC[C@H]2CCCO2)c(OCC)cc1NC(=O)CC",
  "species": ["C", "C", "H", "H", "O", "C", "C", "C", "C", "C", "C", "N", "C", "O", "C", "C", "H", "H", "H", "H", "H", "H", "H", "O", "C", "C", "H", "H", "H", "H", "H", "N", "C", "N", "H", "C", "H", "H", "C", "C", "H", "C", "H", "C", "H", "O", "H", "H", "H", "H", "S", "H", "H", "H", "H", "H"],
  "xyz": [[-0.640037, -4.946969, 2.369093], [0.628205, -4.599051, 1.597395], [1.272628, -3.932275, 2.181954], [1.191115, -5.509657, 1.373748], [0.359425, -4.040170, 0.325250], [-0.111910, -2.752745, 0.240575], [-0.175570, -1.844768, 1.282262], [-0.657039, -0.558083, 1.076303], [-1.084529, -0.153462, -0.195824], [-1.004243, -1.058261, -1.248527], [-0.528104, -2.344214, -1.041722], [-0.435022, -3.288361, -2.061877], [-0.731453, -3.160364, -3.385966], [-1.163289, -2.151568, -3.898327], [-0.439701, -4.429336, -4.168714], [1.067314, -4.621633, -4.340176], [1.265769, -5.512869, -4.930635], [1.563663, -4.729300, -3.377769], [1.497689, -3.765626, -4.854386], [-0.910477, -4.333047, -5.147311], [-0.872960, -5.289157, -3.653681], [-0.078989, -4.178379, -1.738821], [-1.307536, -0.787576, -2.244570], [-1.551947, 1.116056, -0.295629], [-2.148678, 1.528581, -1.514828], [-2.834918, 2.863079, -1.271188], [-3.585207, 2.757749, -0.492166], [-2.112413, 3.608991, -0.953847], [-3.315377, 3.197877, -2.185880], [-2.883167, 0.781663, -1.840758], [-1.378147, 1.625943, -2.290901], [-0.703299, 0.348077, 2.168321], [0.112482, 1.428392, 2.282364], [1.232811, 1.420004, 1.533743], [1.311361, 0.699950, 0.829028], [2.156407, 2.517730, 1.460953], [1.959975, 3.167715, 2.315705], [3.181141, 2.139908, 1.530520], [2.015462, 3.323136, 0.150861], [0.657601, 4.019169, 0.049989], [0.443163, 4.250602, -0.994323], [0.898984, 5.298538, 0.851771], [0.630670, 5.141833, 1.895920], [2.412718, 5.527456, 0.701968], [2.642101, 6.367516, 0.039172], [2.969219, 4.362077, 0.104774], [2.892326, 5.709546, 1.670602], [0.323591, 6.139618, 0.471557], [-0.146930, 3.412504, 0.458051], [2.218193, 2.661996, -0.700310], [-0.242950, 2.604548, 3.387885], [-1.564206, 0.416527, 2.692933], [0.142516, -2.101426, 2.279534], [-1.247705, -5.639940, 1.792329], [-0.374854, -5.412922, 3.313722], [-1.230062, -4.055927, 2.568031]],
  "forces_ev_per_angstrom": [[0.2, 0.2, -0.3], [0.0, -0.3, 0.4], [0.0, -0.1, -0.1], [0.0, 0.2, 0.1], [-0.1, 0.3, -0.4], [-0.1, 0.1, -0.2], [0.0, -0.2, -0.2], [0.0, 0.1, -0.3], [0.1, -0.2, 0.4], [-0.1, 0.3, -0.1], [0.0, 0.1, 0.3], [0.2, -0.3, 0.5], [-0.1, -0.5, -0.2], [-0.1, 0.3, -0.1], [0.1, 0.1, -0.1], [-0.1, 0.0, 0.0], [0.1, -0.1, 0.0], [0.1, 0.0, 0.0], [0.1, 0.1, 0.0], [-0.1, 0.0, 0.1], [0.0, 0.0, 0.0], [-0.1, 0.1, -0.2], [0.0, 0.0, 0.0], [0.1, -0.2, 0.2], [-0.2, 0.2, -0.3], [0.2, -0.4, 0.1], [-0.1, 0.0, 0.1], [0.1, 0.1, 0.0], [-0.1, 0.1, -0.1], [0.1, 0.0, 0.0], [-0.1, -0.1, 0.1], [-0.2, -0.2, -0.2], [0.3, -0.2, 0.1], [-0.4, -0.3, -0.3], [0.0, 0.0, 0.1], [0.4, 0.5, -0.2], [0.1, -0.1, -0.1], [-0.1, 0.1, 0.0], [-0.3, -0.4, 0.1], [0.2, 0.0, 0.0], [0.0, 0.0, 0.0], [0.1, 0.0, 0.0], [0.0, 0.0, 0.0], [0.0, 0.4, 0.1], [0.0, 0.0, 0.1], [0.2, -0.2, 0.0], [0.0, 0.0, -0.1], [0.0, 0.0, 0.0], [-0.1, 0.0, 0.0], [-0.1, 0.1, 0.0], [-0.3, 0.6, 0.5], [0.2, 0.1, 0.0], [0.0, 0.0, 0.1], [-0.1, -0.1, 0.0], [0.0, 0.0, 0.1], [-0.1, 0.0, 0.1]]
}


{
  "formula": "C2H3O3",
  "method": "the ωB97M-V functional and the def2-TZVPD basis",
  "homo_energy_ev": -3.717,
  "e_lumo_ev": 4.225,
  "multiplicity": 1,
  "e_tot_ha": -303.7635,
  "smiles": "COC(=O)[O-]",
  "total_charge": -1,
  "species": ["C", "C", "O", "O", "O", "H", "H", "H"],
  "xyz": [[0.868685, 0.668314, 0.844576], [-0.531537, -0.508383, -0.713966], [1.420202, 1.903629, 0.880154], [0.602661, -0.097012, 1.728277], [0.532762, 0.342558, -0.494311], [-1.329917, -0.449866, 0.088005], [-0.405499, -1.604836, -0.851562], [-1.157358, -0.254404, -1.481173]],
  "forces_ev_per_angstrom": [[2.1, 6.0, -0.9], [-1.3, -1.6, 3.2], [-1.7, -4.5, -0.1], [-0.5, -1.4, 1.1], [0.1, -0.2, -0.8], [1.2, -0.1, 0.0], [0.9, 0.4, 0.3], [-0.8, 1.4, -2.9]]
}


{
  "formula": "C2HFFeO2",
  "method": "the ωB97M-V functional and the def2-TZVPD basis",
  "s_squared": 6.06,
  "homo_energy_ev": [-8.584, -8.544],
  "e_lumo_ev": [-1.895, -1.849],
  "multiplicity": 5,
  "e_tot_ha": -1590.6426,
  "species": ["C", "H", "F", "O", "C", "O", "Fe"],
  "xyz": [[0.350236, 0.087309, 1.047496], [0.600911, 1.063608, 1.492270], [0.097088, -0.676025, 2.207533], [0.174748, 1.114845, -0.675968], [-0.770364, 0.409372, -0.154517], [-1.807912, -0.257342, -0.229647], [0.804758, -0.903730, -1.105330]],
  "forces_ev_per_angstrom": [[-2.0, -0.8, 2.4], [0.7, -0.5, -0.7], [0.1, -0.1, -1.1], [-2.6, 1.0, -4.2], [2.6, -3.0, 3.8], [1.3, 2.3, -1.5], [-0.1, 1.0, 1.3]]
}


{
  "formula": "C4H6O2",
  "method": "the ωB97M-V functional and the def2-TZVPD basis",
  "homo_energy_ev": [-7.401, -7.776],
  "e_lumo_ev": [-0.530, -0.494],
  "multiplicity": 1,
  "e_tot_ha": -306.3108,
  "species": ["C", "C", "C", "O", "C", "O", "H", "H", "H", "H", "H", "H"],
  "xyz": [[0.210232, 1.281217, 0.554108], [0.533340, -0.105911, 1.000801], [0.328928, -0.697495, -1.380783], [0.582320, -0.002606, -2.312483], [-0.953990, -1.278469, -0.846815], [-0.990952, -1.389582, 0.381501], [0.978288, 1.694312, -0.104084], [-0.740197, 1.301247, -0.004437], [0.066743, 1.942537, 1.418045], [0.122099, -0.403442, 1.959318], [1.523139, -0.504615, 0.807956], [-1.659952, -1.837194, -1.473127]],
  "forces_ev_per_angstrom": [[-0.1, 0.0, -0.1], [0.5, 0.4, 0.4], [-0.2, 0.5, -1.1], [-0.1, -0.5, 0.9], [0.3, -0.3, 1.0], [-0.6, -0.2, -0.9], [-0.1, -0.1, 0.1], [0.1, 0.0, 0.1], [0.0, -0.1, -0.1], [0.0, 0.0, -0.2], [-0.1, 0.0, 0.0], [0.2, 0.1, -0.1]]
}


{
  "formula": "C6H3Cl3N2O4",
  "method": "the ωB97M-V functional and the def2-TZVPD basis",
  "homo_energy_ev": [-9.550, -9.851],
  "e_lumo_ev": [-2.527, -1.835],
  "multiplicity": 1,
  "e_tot_ha": -2021.0829,
  "species": ["C", "C", "C", "C", "C", "C", "N", "N", "O", "O", "O", "O", "Cl", "Cl", "Cl", "H", "H", "H"],
  "xyz": [[0.273494, 1.135038, -0.815014], [0.909273, 0.105218, -1.305096], [-0.384505, 1.376299, 0.512124], [-0.497723, 0.397926, 1.385867], [1.382686, -1.052133, -0.448730], [0.194021, -1.763924, 0.090683], [-0.985654, 2.699666, 0.769456], [-0.923997, -2.031948, -0.689779], [-0.560317, 3.668613, 0.238140], [-1.862095, 2.689160, 1.542158], [-1.780597, -2.779291, -0.140504], [-1.077714, -1.440238, -1.754974], [-0.823681, -0.357605, 2.796702], [2.335216, -0.491004, 0.885946], [0.487513, -2.707719, 1.517278], [-0.190574, 2.020222, -1.442870], [1.447914, 0.209224, -2.213285], [2.056740, -1.677506, -0.928103]],
  "forces_ev_per_angstrom": [[-3.5, 4.0, -0.2], [1.9, -0.1, 0.9], [0.9, -2.1, -0.5], [0.2, -1.4, -0.4], [-2.0, 1.3, 0.1], [1.4, 0.3, 2.4], [1.5, -1.3, -0.6], [-2.8, -1.1, 1.0], [1.3, 1.5, -1.6], [-3.1, -0.1, 2.8], [1.2, 1.1, -1.4], [0.2, -0.8, 0.3], [-0.3, 1.2, -0.3], [1.3, 0.9, 1.1], [-0.6, -0.2, -1.3], [1.9, -1.8, 0.5], [-0.3, -0.1, -1.1], [0.9, -1.4, -1.5]]
}